Record 1
51
Properties=species:S:1:pos:R:3:forces:R:3:nbo_charge:R:1 method="wB97M-V/def2-TZVPD" energy_ev=-85575.004 orbital_gap_ev=6.65 e_above_lowest_ev=0.200
Cd 1.2171 -1.9078 -1.2718 -0.4 -0.2 0.1 1.403
S 0.3315 -6.1832 -0.1787 -0.1 -0.1 0.0 -0.121
C 0.6417 -4.6847 -0.7794 0.2 -0.1 0.0 -0.550
S -0.5642 -3.7096 -1.5692 0.0 0.3 -0.2 -0.421
S 2.2569 -3.9879 -0.5929 0.2 -0.1 0.0 -0.414
Cl 3.1158 0.6588 -0.0648 0.0 0.1 0.0 0.010
C 2.6176 0.6727 1.6064 0.0 0.0 0.0 0.000
C 3.5023 1.1873 2.5405 0.0 0.0 0.0 -0.233
C 3.1327 1.2290 3.8748 -0.1 0.0 0.0 -0.177
C 1.8873 0.7565 4.2673 0.1 0.0 0.0 -0.230
C 1.0182 0.2383 3.3223 0.0 0.0 0.0 -0.112
C 1.3636 0.1874 1.9708 -0.1 0.0 0.1 -0.413
P 0.2237 -0.5393 0.7493 0.3 -0.1 -0.1 0.763
C -0.8984 -1.5894 1.6967 -0.1 0.2 0.0 -0.296
C -2.0980 -1.1097 2.2233 0.0 0.0 0.0 -0.224
C -2.9437 -1.9688 2.9058 0.0 0.0 0.0 -0.220
C -2.5981 -3.3069 3.0543 0.0 0.0 0.0 -0.188
C -1.4092 -3.7861 2.5269 0.1 0.0 0.0 -0.186
C -0.5556 -2.9303 1.8465 0.0 0.0 0.0 -0.202
C -0.7745 0.8505 0.1581 -0.1 0.0 -0.1 -0.373
C -1.7463 0.5472 -0.8006 0.0 0.0 0.0 -0.196
C -2.5246 1.5538 -1.3440 0.0 0.0 0.0 -0.212
C -2.3272 2.8747 -0.9525 0.0 0.0 0.0 -0.214
C -1.3534 3.1811 -0.0157 0.0 0.0 0.0 -0.217
C -0.5788 2.1702 0.5439 0.0 0.0 0.0 -0.156
H 4.4689 1.5448 2.2148 0.0 0.0 0.0 0.233
H 3.8221 1.6265 4.6078 0.0 0.0 0.0 0.223
H 1.5955 0.7826 5.3084 0.0 0.0 0.0 0.223
H 0.0566 -0.1512 3.6319 0.0 0.0 0.0 0.222
H -2.3728 -0.0701 2.0915 0.0 0.0 0.0 0.215
H -3.8754 -1.5983 3.3129 0.0 0.0 0.0 0.215
H -3.2682 -3.9822 3.5705 0.0 0.0 0.0 0.217
H -1.1464 -4.8321 2.6094 0.0 0.0 0.0 0.235
H 0.3609 -3.3200 1.4152 0.0 0.0 0.0 0.247
H -1.8935 -0.4843 -1.1079 0.0 0.0 0.0 0.235
H -3.2894 1.3105 -2.0703 0.0 0.0 0.0 0.221
H -2.9364 3.6609 -1.3799 0.0 0.0 0.0 0.217
H -1.1989 4.2066 0.2941 0.0 0.0 0.0 0.217
H 0.1699 2.4139 1.2876 0.0 0.0 0.0 0.216
C 0.6214 1.6376 -5.6600 -0.1 0.0 0.0 -0.406
N 0.7221 1.3783 -4.2340 0.0 0.0 -0.1 -0.387
C 0.5632 2.5063 -3.3276 0.0 0.0 0.0 -0.426
C 1.0298 0.1720 -3.7771 -0.1 -0.1 0.1 0.557
O 1.2127 -0.0771 -2.5812 0.1 0.1 0.0 -0.745
H -0.2161 2.3093 -5.8435 0.0 0.0 0.0 0.211
H 0.4392 0.7073 -6.1941 0.1 0.0 0.0 0.219
H 1.5332 2.1012 -6.0404 0.0 0.0 0.0 0.205
H 1.3392 3.2499 -3.5167 0.0 0.0 0.0 0.205
H 0.6355 2.1543 -2.3022 0.0 0.0 0.0 0.251
H -0.4158 2.9587 -3.4850 0.0 0.0 0.0 0.209
H 1.1058 -0.6095 -4.5417 0.0 0.0 0.0 0.147

Record 2
8
Properties=species:S:1:pos:R:3:forces:R:3:mulliken_charge:R:1 method="wB97M-V/def2-TZVPD" energy_ev=-9567.718 orbital_gap_ev=5.63 e_above_lowest_ev=5.745
F 0.8335 -2.8972 0.3562 -0.2 -0.2 0.6 -0.218
C 0.5322 -2.0851 -0.5685 0.2 1.1 -1.9 0.344
C 0.3918 -1.3639 -1.5274 0.4 -0.7 0.8 -0.447
H 0.3726 -0.8024 -2.4455 -0.3 -0.2 0.5 0.332
O -0.7365 1.5240 2.0534 0.5 -0.4 0.1 -0.767
O -1.1443 2.3524 0.9167 -0.1 0.0 -0.8 -0.445
H -1.8414 1.8221 0.4902 0.3 0.2 0.4 0.288
Rb 1.5921 1.4502 0.7248 -0.8 0.1 0.3 0.913

Record 3
11
Properties=species:S:1:pos:R:3:forces:R:3:mulliken_spin:R:1 method="wB97M-V/def2-TZVPD" energy_ev=-5719.042 multiplicity=3 orbital_gap_ev="9.28 / 8.19" e_above_lowest_ev=4.008 charge=+1 s2=2.03
C 0.7589 -0.0470 0.0421 -1.3 -0.5 0.2 -0.003
C 2.0613 -0.0625 0.1916 2.7 0.3 0.4 0.350
C -1.3929 0.4314 0.1789 -0.9 1.1 2.2 0.037
C -0.4754 -0.6542 -0.0252 0.9 -1.2 -0.6 0.611
N -0.2056 0.9288 -0.4615 1.7 2.0 -1.4 -0.026
H 2.5224 0.8203 -0.3069 0.2 -0.8 0.9 0.010
H 2.6731 -0.8089 0.8061 -1.1 1.0 -1.4 0.007
H -2.1648 0.5216 -0.5179 -1.9 -0.1 -0.4 0.019
H -1.5882 0.6941 1.2782 0.3 0.0 -1.8 0.028
H -2.0293 -3.2300 0.2576 0.0 -0.1 0.0 0.960
H -0.1595 1.4064 -1.4429 -0.5 -1.8 1.9 0.006

Record 4
22
Properties=species:S:1:pos:R:3:forces:R:3:nbo_charge:R:1 method="wB97M-V/def2-TZVPD" energy_ev=-24698.035 orbital_gap_ev=8.90 smiles="CO[C@@H](/C=P/C#N)Cc1ncn[nH]1" e_above_lowest_ev=3.517
C 3.8140 0.5501 -1.6356 0.6 0.0 -0.2 -0.075
C -2.6590 0.8521 -2.2791 -1.6 -0.8 -0.4 0.146
C -1.6994 0.4771 -0.4792 1.6 -1.9 -0.9 0.359
C 0.3324 -2.0230 2.0231 1.3 0.8 -0.8 -0.256
C 0.5105 0.2234 1.0664 -2.5 -0.8 0.3 0.043
C 1.5765 0.8507 0.3079 3.9 1.9 -1.2 -0.610
C -0.9741 0.8742 0.7237 1.2 -0.1 2.6 -0.463
N 4.8644 0.5052 -2.1530 -2.0 0.3 1.0 -0.294
N -2.6924 1.1298 -0.9721 -0.1 2.5 0.5 -0.498
N -1.8974 -0.1438 -2.6225 1.4 -0.3 1.0 -0.282
N -1.2300 -0.3957 -1.4119 -2.0 1.7 -1.6 -0.381
O 0.5649 -1.2226 0.8061 -0.5 0.8 1.4 -0.576
P 2.1285 -0.0233 -1.0313 0.6 0.2 0.1 0.709
H -3.3277 1.3775 -2.9366 0.0 -0.3 -0.4 0.199
H 1.1212 -1.8131 2.8438 -1.5 0.0 -1.2 0.186
H 0.4966 -3.0371 1.6831 -0.1 -0.2 0.1 0.207
H 0.7286 0.3548 2.1418 -0.4 0.2 -0.4 0.210
H 2.1802 1.7765 0.7265 -1.6 -1.9 -0.8 0.271
H -1.6257 0.7034 1.5829 0.1 -0.3 0.2 0.239
H -0.9282 1.9842 0.7389 0.4 -0.6 -0.3 0.253
H -0.5735 -1.1199 -1.4054 1.1 -0.9 0.4 0.427
H -0.7107 -1.8805 2.2826 0.0 0.0 0.7 0.187

Record 5
56
Properties=species:S:1:pos:R:3:forces:R:3:nbo_charge:R:1 method="wB97M-V/def2-TZVPD" energy_ev=-41954.341 orbital_gap_ev=8.84 smiles="CCCNc1c(C[C@H]2CO2)c(C[C@@H](C)I)c2c(c1C[C@H](O)CN)C(=O)NC2=O"
C 4.6357 0.5275 0.3435 0.3 -0.4 -0.7 -0.620
C 4.2015 -0.9292 0.0916 0.1 0.1 0.8 -0.402
C 2.8382 -1.2850 0.6858 0.4 -0.3 -0.8 -0.209
N 1.7624 -0.9072 -0.2406 -0.2 0.2 0.6 -0.679
C 0.5683 -0.3654 0.3360 -0.4 0.3 0.1 0.153
C 0.2474 0.9793 0.0159 0.1 0.0 0.3 0.024
C 1.1725 1.6988 -0.9325 -0.7 0.0 -0.9 -0.458
C 0.8390 1.4360 -2.4046 0.8 0.6 0.4 0.073
C 1.9130 0.9218 -3.2648 -0.4 0.4 0.3 -0.114
O 0.8254 0.1149 -2.8513 -0.6 -0.8 0.0 -0.495
C -0.8749 1.6154 0.5794 -0.1 -0.3 0.1 0.021
C -1.3058 3.0188 0.2428 -0.2 -0.3 0.2 -0.474
C -2.5970 3.1382 -0.5768 0.2 0.6 -0.1 -0.271
C -2.7339 4.5378 -1.2023 -0.4 -0.5 0.0 -0.639
I -2.8448 1.6047 -2.0686 0.0 0.0 0.0 0.047
C -1.6209 0.8755 1.5005 0.4 -0.1 -0.5 -0.082
C -1.3238 -0.4494 1.7906 0.2 0.1 -0.4 -0.191
C -0.2574 -1.1183 1.1930 0.2 0.1 0.2 0.098
C -0.0262 -2.5747 1.4698 -0.5 -0.3 -0.6 -0.476
C -1.0756 -3.4443 0.7350 0.5 -0.1 0.3 0.103
O -0.8946 -4.7994 1.1335 -0.1 0.1 -0.1 -0.706
C -1.0029 -3.2871 -0.7699 -0.7 0.2 -0.5 -0.249
N -2.2806 -3.6825 -1.3900 0.5 -0.3 0.3 -0.828
C -2.2934 -0.9241 2.8127 0.0 0.8 0.0 0.682
O -2.4863 -2.0177 3.2332 0.2 -1.1 0.5 -0.517
N -3.0600 0.2055 3.2323 0.5 0.2 -0.4 -0.687
C -2.8020 1.2671 2.3138 0.3 -0.7 0.2 0.679
O -3.4947 2.2329 2.2398 -0.2 1.1 0.1 -0.537
H 4.8254 1.0321 -0.6019 -0.1 0.2 0.0 0.207
H 5.5888 0.5349 0.8616 0.0 0.2 0.3 0.215
H 3.9000 1.0934 0.9043 -0.1 0.1 0.1 0.204
H 4.2221 -1.1884 -0.9624 -0.1 0.0 -0.2 0.204
H 4.9262 -1.5902 0.5687 0.1 -0.1 0.0 0.199
H 2.8620 -2.3593 0.8757 -0.2 -0.1 0.1 0.178
H 2.7175 -0.7921 1.6465 -0.2 0.1 0.1 0.197
H 1.5536 -1.6404 -0.9015 0.0 0.0 -0.1 0.389
H 1.0776 2.7782 -0.8733 0.2 0.1 0.5 0.215
H 2.1960 1.3952 -0.7735 0.1 0.0 0.3 0.241
H 0.1296 2.1197 -2.8457 -0.4 -0.1 -0.1 0.188
H 2.8312 0.7306 -2.7295 0.4 -0.2 -0.4 0.181
H 1.8768 1.1672 -4.3134 0.5 0.0 -0.2 0.189
H -1.5555 3.5147 1.1819 0.1 0.2 0.1 0.246
H -0.5158 3.6053 -0.2094 0.1 -0.1 -0.2 0.213
H -3.4376 2.9924 0.0785 -0.1 -0.4 0.2 0.239
H -2.6393 4.4888 -2.2808 0.3 0.2 -0.1 0.224
H -3.7295 4.9221 -0.9958 -0.1 0.1 0.0 0.222
H -2.0196 5.2309 -0.7685 0.2 0.1 -0.1 0.211
H -0.1241 -2.8166 2.5227 0.1 0.1 0.2 0.251
H 0.9342 -2.9213 1.1124 0.3 0.1 0.1 0.212
H -2.0596 -3.1528 1.0898 -0.2 0.1 0.0 0.184
H -0.4237 -5.2441 0.4236 0.0 -0.2 0.0 0.465
H -0.2038 -3.9148 -1.1716 0.1 -0.1 0.0 0.174
H -0.7645 -2.2577 -1.0527 0.2 0.1 0.2 0.183
H -2.3133 -3.3588 -2.3461 -0.1 0.0 -0.1 0.358
H -3.0296 -3.2448 -0.8713 -0.2 0.1 -0.2 0.355
H -2.8539 0.4859 4.1837 -0.7 -0.2 0.2 0.411

Record 6
101
Properties=species:S:1:pos:R:3:forces:R:3:mulliken_charge:R:1 method="wB97M-V/def2-TZVPD" energy_ev=-76786.502 orbital_gap_ev=6.17 e_above_lowest_ev=0.274 charge=-1
Pd 0.5494 -0.4852 -0.1036 -0.4 0.4 -1.0 -0.655
C -4.8711 -0.7974 1.8410 -0.1 -0.1 0.0 -1.501
C -3.4801 -1.3116 1.6689 0.0 0.1 0.0 0.302
C -2.9222 -2.4831 2.1302 0.0 0.0 0.0 -0.998
C -1.5856 -2.4475 1.6812 0.1 0.0 0.0 -0.729
N -1.3645 -1.3355 0.9956 -0.2 0.0 0.0 1.866
N -2.5273 -0.6358 0.9880 0.4 -0.2 -0.1 -0.577
B -2.6566 0.7436 0.3049 0.0 0.0 0.1 -0.914
N -2.5542 0.5922 -1.2435 0.0 0.0 -0.1 0.717
N -1.7321 -0.3178 -1.8146 0.0 0.1 0.2 0.117
C -2.0586 -0.3767 -3.0943 0.1 -0.1 -0.1 -0.334
C -3.1097 0.5109 -3.3834 0.0 0.0 0.1 -1.215
C -3.4091 1.0968 -2.1740 0.0 0.1 0.0 0.614
C -4.4715 2.1117 -1.9103 0.0 0.0 0.0 -1.387
C -1.4366 -1.3603 -3.9978 0.0 0.1 0.0 0.434
C -1.3317 -1.1051 -5.3646 0.0 0.0 0.0 -0.440
C -0.7822 -2.0496 -6.2189 0.0 0.0 0.0 -0.701
C -0.3319 -3.2621 -5.7142 0.0 0.0 0.0 -0.431
C -0.4302 -3.5200 -4.3541 0.0 0.0 0.0 -0.556
C -0.9793 -2.5775 -3.5001 0.1 0.0 0.0 0.163
N -1.6758 1.7335 1.0118 0.2 0.0 -0.1 0.877
N -0.5585 1.2932 1.6376 -0.1 0.4 0.1 0.153
C -0.1074 2.3162 2.3562 0.1 -0.2 -0.1 -0.541
C -0.9223 3.4448 2.1877 0.1 0.1 0.1 -1.336
C -1.9108 3.0310 1.3336 -0.2 -0.1 -0.2 0.650
C -3.0519 3.8359 0.8137 0.0 0.1 0.0 -1.424
C 1.0247 2.1546 3.2780 -0.1 -0.1 0.0 0.994
C 1.2968 0.9014 3.8283 0.0 0.0 0.0 -0.242
C 2.3216 0.7435 4.7461 0.0 0.0 0.0 -0.561
C 3.0894 1.8345 5.1361 0.0 0.0 0.0 -0.459
C 2.8261 3.0841 4.5924 0.0 0.0 0.0 -0.749
C 1.8017 3.2414 3.6687 0.0 0.0 0.0 -0.537
C -0.4963 -3.4191 1.9078 -0.1 0.0 0.0 0.551
C 0.7165 -3.2848 1.2327 -0.2 0.0 0.0 0.815
C 1.7581 -4.1664 1.4612 0.0 0.0 0.0 -0.803
C 1.6029 -5.2100 2.3671 0.0 0.0 0.0 -0.460
C 0.3952 -5.3612 3.0347 0.0 0.0 0.0 -0.654
C -0.6467 -4.4720 2.8077 0.0 0.0 0.0 -0.612
H -5.4537 -1.5110 2.4236 0.0 0.0 0.0 0.388
H -5.3668 -0.6530 0.8800 0.0 0.0 0.0 0.253
H -4.8810 0.1614 2.3608 0.0 0.0 0.0 0.245
H -3.4216 -3.2463 2.7032 0.0 0.0 0.0 0.491
H -3.7614 1.1686 0.5112 0.0 0.0 0.1 -0.236
H -3.6175 0.6635 -4.3216 0.0 0.0 0.0 0.484
H -5.1244 2.1730 -2.7813 0.0 0.0 0.0 0.385
H -4.0522 3.1021 -1.7408 0.0 0.0 0.0 0.112
H -5.0779 1.8570 -1.0419 0.0 0.0 0.0 0.251
H -1.6751 -0.1530 -5.7533 0.0 0.0 0.0 0.373
H -0.6979 -1.8353 -7.2777 0.0 0.0 0.0 0.377
H 0.1046 -3.9997 -6.3766 0.0 0.0 0.0 0.368
H -0.0607 -4.4530 -3.9480 0.0 0.0 0.0 0.377
H -1.0330 -2.7573 -2.4343 0.0 0.0 0.0 0.306
H -0.8290 4.4182 2.6406 0.0 0.0 0.0 0.467
H -3.1391 4.7519 1.3982 0.0 0.0 0.0 0.410
H -3.9962 3.2954 0.8702 0.0 0.0 0.0 0.313
H -2.8938 4.1234 -0.2266 0.0 0.0 0.0 0.151
H 0.6850 0.0611 3.5224 0.0 0.0 0.0 0.459
H 2.5126 -0.2359 5.1697 0.0 0.0 0.0 0.435
H 3.8848 1.7101 5.8605 0.0 0.0 0.0 0.432
H 3.4205 3.9412 4.8864 0.0 0.0 0.0 0.395
H 1.6054 4.2153 3.2354 0.0 0.0 0.0 0.360
H 0.7998 -2.4651 0.5116 0.2 -0.2 0.0 -0.120
H 2.6894 -4.0393 0.9218 0.0 0.0 0.0 0.410
H 2.4155 -5.9041 2.5453 0.0 0.0 0.0 0.407
H 0.2630 -6.1737 3.7392 0.0 0.0 0.0 0.366
H -1.5814 -4.5891 3.3429 0.0 0.0 0.0 0.316
C 7.9100 -0.0407 -0.3454 0.1 0.0 0.0 -1.494
C 6.4796 -0.1695 -0.7953 -0.1 0.1 0.0 0.984
C 5.8317 -1.4004 -0.7777 0.0 -0.1 0.0 -0.783
C 4.5066 -1.5214 -1.1682 0.0 0.0 0.0 -0.594
C 3.8115 -0.3979 -1.5831 0.0 0.2 -0.2 -0.260
C 4.4394 0.8392 -1.6222 0.1 0.0 -0.2 -0.428
C 5.7657 0.9449 -1.2298 0.1 -0.1 0.0 -0.850
S 2.0756 -0.6368 -2.0087 -0.4 -1.0 1.0 1.885
C 2.0782 0.2570 -3.5627 -0.1 0.2 0.1 -1.002
O 2.0028 -2.0783 -2.3999 0.1 0.2 -0.1 -0.821
H 8.4959 -0.9170 -0.6262 0.0 0.0 0.0 0.440
H 7.9776 0.0591 0.7411 0.0 0.0 0.0 0.254
H 8.3827 0.8383 -0.7848 0.0 0.0 0.0 0.345
H 6.3760 -2.2827 -0.4569 0.0 0.0 0.0 0.389
H 3.9994 -2.4775 -1.1734 0.0 0.0 0.0 0.534
H 3.9014 1.7256 -1.9304 0.1 -0.1 -0.1 0.195
H 6.2560 1.9120 -1.2712 0.0 0.0 0.0 0.389
H 2.8405 -0.2000 -4.1917 0.0 0.0 0.0 0.400
H 2.2630 1.3163 -3.3909 0.0 0.0 0.0 0.388
H 1.0867 0.1170 -3.9901 0.0 0.0 0.0 0.145
C 5.4416 1.3066 2.4272 0.1 -0.1 0.0 -1.029
N 4.4206 1.9512 1.6524 -0.1 0.0 0.0 0.789
C 4.6241 3.2416 1.0479 0.0 0.0 0.1 -0.603
C 3.4522 3.3061 0.0636 -0.2 0.0 0.0 0.211
O 3.2643 4.2483 -0.6844 0.0 0.0 0.0 -0.775
N 2.7211 2.1566 0.1541 -0.1 0.1 0.2 -0.342
C 3.3316 1.3823 1.0468 -0.1 0.0 0.1 -0.282
N 2.9592 0.1356 1.3188 0.1 0.0 0.4 1.582
H 6.3110 1.0375 1.8131 -0.1 0.0 0.0 0.004
H 5.0683 0.4021 2.9027 0.0 0.0 0.0 0.378
H 5.7689 1.9698 3.2290 0.0 0.0 0.0 0.359
H 5.5734 3.3057 0.5057 0.0 0.0 0.0 0.262
H 4.5719 4.0590 1.7713 0.0 0.0 0.0 0.367
H 1.9842 -0.2240 1.0283 0.6 0.4 -0.1 -0.771
H 3.3816 -0.2878 2.1278 -0.1 -0.1 0.0 0.320